DFT (ωB97M-V with the def2-TZVPD basis set) results for a molecular structure, C34H57N4OP2V at a distorted geometry.

Atoms and positions in Å:
C 2.628 -1.270 -1.039
C 1.543 0.587 -2.049
C 3.471 -1.406 -2.147
C 2.357 0.470 -3.190
C 3.340 -0.520 -3.229
H 4.211 -2.212 -2.166
H 2.213 1.160 -4.027
H 3.993 -0.616 -4.103
N 1.710 -0.260 -0.988
P 0.893 -2.393 0.839
P 0.249 2.210 -0.175
C 2.633 -2.243 0.116
H 3.090 -3.201 -0.186
H 3.228 -1.828 0.952
C 0.370 1.514 -1.950
H 0.394 2.269 -2.747
C -1.381 3.240 -0.125
C 1.748 3.395 -0.002
C -0.035 -3.596 -0.327
C 1.173 -3.253 2.527
C -2.465 2.416 0.605
H -2.351 2.501 1.697
H -3.453 2.829 0.329
H -2.439 1.349 0.349
C -1.194 4.532 0.698
H -0.915 4.309 1.742
H -0.450 5.219 0.266
H -2.163 5.063 0.719
C -1.863 3.594 -1.544
H -2.509 4.491 -1.493
H -1.033 3.816 -2.234
H -2.464 2.780 -1.974
C 1.761 4.014 1.415
H 1.154 3.420 2.114
H 2.803 4.009 1.786
H 1.407 5.054 1.433
C 3.048 2.571 -0.147
H 2.968 1.585 0.334
H 3.338 2.432 -1.199
H 3.862 3.128 0.354
C 1.763 4.496 -1.080
H 0.965 4.371 -1.829
H 1.609 5.477 -0.593
H 2.733 4.537 -1.608
C -0.198 -3.433 3.212
H -0.051 -3.972 4.166
H -0.656 -2.456 3.444
H -0.905 -4.018 2.604
C 2.023 -2.333 3.423
H 2.944 -1.989 2.924
H 1.456 -1.448 3.747
H 2.322 -2.906 4.321
C 1.914 -4.600 2.398
H 2.642 -4.580 1.569
H 2.485 -4.780 3.328
H 1.241 -5.455 2.249
C 0.372 -3.209 -1.762
H 1.397 -3.535 -2.006
H -0.315 -3.707 -2.471
H 0.288 -2.124 -1.917
C -1.542 -3.302 -0.154
H -1.923 -2.761 -1.039
H -2.085 -4.262 -0.062
H -1.753 -2.709 0.751
C 0.260 -5.095 -0.142
H 1.343 -5.309 -0.155
H -0.170 -5.507 0.784
H -0.194 -5.644 -0.988
V 0.338 -0.046 0.706
C 1.740 0.372 1.955
O 2.521 0.735 2.766
N -1.060 -0.212 -0.967
C -0.868 0.517 -1.991
C -1.706 0.385 -3.300
C -1.331 1.409 -4.388
C -1.473 -1.033 -3.869
C -3.203 0.521 -2.942
H -1.467 2.451 -4.051
H -0.285 1.285 -4.719
H -1.977 1.262 -5.272
H -1.824 -1.788 -3.149
H -2.027 -1.159 -4.818
H -0.402 -1.211 -4.068
H -3.701 1.218 -3.641
H -3.690 -0.465 -3.010
H -3.344 0.906 -1.918
N -3.058 -0.955 1.439
C -2.386 -0.262 2.467
C -3.135 -0.029 3.639
C -2.624 0.757 4.658
C -1.383 1.327 4.497
C -0.648 1.063 3.348
N -1.094 0.239 2.330
H -4.000 -1.341 1.593
H -2.726 -0.926 0.477
H -4.133 -0.431 3.751
H -3.202 0.952 5.551
H -0.978 1.978 5.264
H 0.289 1.574 3.316

Values from the calculation:
* ⟨S²⟩: 3.770
* net charge: +1
* Kohn-Sham gap (spin up / spin down): 7.8 / 7.1 eV
* HOMO level (spin up / spin down): -9.90 / -10.19 eV
* E_LUMO (spin up / spin down): -2.15 / -3.12 eV
* spin multiplicity: 4

DFT (ωB97M-V with the def2-TZVPD basis set) results for 11 unconnected molecules or ions with the total composition C34H58N11O11 at a distorted geometry.

Atoms and positions in Å:
C -0.260 -0.833 3.441
C -1.196 -0.173 2.368
C -0.902 1.370 2.380
C -1.271 2.049 1.010
C -0.432 1.401 -0.044
C -0.753 -0.109 -0.249
N -0.846 -0.774 1.022
O -0.720 -2.016 1.071
C 0.377 -0.727 -1.033
C -1.964 -0.367 -1.048
C -2.686 -0.601 2.635
H -0.239 -1.807 3.764
H -0.367 -0.527 4.436
H 0.886 -0.772 3.092
H 0.008 1.486 2.688
H -1.488 1.837 3.093
H -1.246 3.162 0.793
H -2.311 1.950 0.614
H 0.580 1.741 0.128
H -0.620 1.729 -1.244
H 1.308 -1.025 -0.473
H 0.799 -0.036 -1.880
H 0.271 -1.731 -1.301
H -2.005 0.127 -1.952
H -2.825 0.011 -0.401
H -2.235 -1.495 -1.318
H -2.923 -0.228 3.636
H -2.603 -1.657 2.980
H -3.381 -0.325 2.010
N -4.376 -5.490 6.144
C -4.895 -4.364 5.663
C -4.405 -4.149 4.301
C -3.550 -5.358 3.954
C -3.536 -6.076 5.238
H -4.572 -5.951 7.102
H -5.673 -3.657 6.212
H -4.698 -3.399 3.692
H -3.103 -5.419 2.851
H -2.947 -6.921 5.401
N 3.234 -3.334 0.383
C 3.842 -3.050 1.617
C 5.067 -2.319 1.209
C 5.026 -2.154 -0.297
C 3.823 -2.822 -0.725
H 2.370 -3.929 0.304
H 3.462 -3.450 2.583
H 5.686 -1.759 1.921
H 5.819 -1.711 -0.891
H 3.254 -2.938 -1.642
N 0.516 2.136 -5.331
C 0.730 1.958 -3.988
C 2.286 2.127 -3.654
C 2.860 2.584 -5.051
C 1.660 2.442 -5.999
H -0.358 2.101 -5.755
H -0.061 1.763 -3.458
H 2.653 2.143 -2.673
H 3.975 2.843 -5.331
H 1.367 2.760 -7.190
N -3.728 4.269 1.717
C -4.257 3.900 0.428
C -5.356 2.938 0.670
C -5.326 2.642 2.180
C -4.316 3.597 2.757
H -2.828 4.941 1.926
H -3.997 4.448 -0.360
H -5.847 2.389 0.031
H -6.000 1.898 2.631
H -4.093 3.955 3.775
N 3.015 2.011 2.076
C 3.505 0.887 1.334
C 3.879 1.265 -0.037
C 3.542 2.750 -0.020
C 3.083 3.136 1.361
H 2.665 1.918 3.016
H 3.434 -0.133 1.712
H 4.184 0.471 -0.888
H 3.704 3.531 -0.830
H 2.759 4.071 1.994
C -3.318 4.055 -4.023
N -3.960 2.993 -3.170
O -5.153 2.782 -3.377
O -3.191 2.443 -2.415
H -3.829 4.786 -3.527
H -3.562 3.812 -5.049
H -2.238 4.430 -3.882
C 3.408 -0.870 -4.087
N 4.797 -0.451 -4.220
O 5.403 0.221 -3.393
O 5.339 -0.812 -5.178
H 3.296 -1.873 -4.236
H 2.900 -0.186 -4.890
H 3.115 -0.815 -2.955
C 2.261 -4.423 6.208
N 0.931 -4.250 5.581
O 0.835 -4.339 4.333
O -0.046 -4.330 6.247
H 3.130 -4.067 5.501
H 2.572 -5.488 6.175
H 2.077 -3.885 7.074
C 1.076 5.487 -2.240
N -0.051 5.111 -1.439
O -1.101 5.538 -1.692
O 0.140 4.396 -0.547
H 0.830 6.423 -2.776
H 1.254 4.516 -2.898
H 2.037 5.712 -1.612
C 0.856 -4.480 -5.442
N 0.931 -3.252 -4.713
O 1.208 -2.300 -5.366
O 1.116 -3.364 -3.520
H -0.156 -4.990 -5.224
H 1.691 -5.273 -5.097
H 0.971 -4.405 -6.430

Values from the calculation:
* net charge: +1
* Kohn-Sham gap: 4.2 eV
* HOMO level: -9.63 eV
* E_LUMO: -5.45 eV
* spin multiplicity: 1

DFT (ωB97M-V with the def2-TZVPD basis set) results for 8 unconnected molecules or ions with the total composition C34H59N8O5 at a distorted geometry.

Atoms and positions in Å:
C 5.747 0.843 1.365
C 4.923 1.872 2.351
O 4.406 3.079 1.690
C 3.305 2.785 0.761
C 1.796 2.918 1.430
N 1.201 1.536 1.594
C -0.280 1.491 1.289
O -1.133 2.518 1.318
O -0.857 0.149 0.978
C -2.056 -0.021 1.835
O -3.188 -0.439 1.263
O -2.088 0.294 3.280
H 5.603 1.154 0.246
H 5.284 -0.242 1.499
H 6.895 0.723 1.669
H 4.104 1.297 2.964
H 5.719 2.251 3.157
H 3.357 1.740 0.238
H 3.380 3.595 -0.113
H 1.779 3.461 2.467
H 1.166 3.566 0.659
H 1.288 1.209 2.598
C -2.198 -3.293 0.062
C -1.491 -4.186 -0.949
C 0.000 -4.356 -0.657
C 0.731 -3.086 -0.750
N 1.300 -2.076 -0.814
H -1.790 -2.278 0.054
H -3.264 -3.224 -0.174
H -2.099 -3.695 1.076
H -1.635 -3.776 -1.956
H -1.967 -5.175 -0.936
H 0.424 -5.066 -1.375
H 0.136 -4.791 0.340
C -6.552 -3.860 -2.486
C -5.299 -4.407 -3.157
C -5.035 -5.875 -2.823
C -4.777 -6.080 -1.391
N -4.585 -6.235 -0.257
H -6.470 -3.892 -1.396
H -6.712 -2.817 -2.776
H -7.436 -4.435 -2.781
H -4.437 -3.793 -2.868
H -5.412 -4.309 -4.244
H -4.167 -6.219 -3.395
H -5.887 -6.488 -3.137
C -0.146 -4.135 4.898
C 0.560 -5.028 3.887
C 2.051 -5.198 4.179
C 2.783 -3.928 4.086
N 3.351 -2.917 4.022
H 0.262 -3.119 4.890
H -1.212 -4.066 4.662
H -0.047 -4.537 5.912
H 0.416 -4.618 2.880
H 0.085 -6.016 3.900
H 2.475 -5.908 3.461
H 2.188 -5.633 5.176
C -9.844 1.585 -3.084
C -9.045 1.035 -1.910
C -7.779 0.295 -2.342
C -8.081 -0.898 -3.144
N -8.328 -1.833 -3.786
H -10.195 0.784 -3.741
H -10.724 2.127 -2.722
H -9.239 2.278 -3.678
H -9.687 0.372 -1.316
H -8.760 1.870 -1.258
H -7.221 -0.005 -1.450
H -7.131 0.971 -2.912
C -1.794 3.099 -4.205
C -1.754 3.286 -2.694
C -2.291 2.076 -1.928
C -3.711 1.828 -2.207
N -4.831 1.632 -2.443
H -2.818 2.966 -4.566
H -1.377 3.979 -4.706
H -1.207 2.225 -4.506
H -2.323 4.185 -2.426
H -0.716 3.463 -2.390
H -2.163 2.251 -0.854
H -1.702 1.187 -2.179
C 5.070 0.184 -3.151
C 5.672 1.472 -3.698
C 5.044 2.728 -3.095
C 3.617 2.848 -3.425
N 2.488 2.929 -3.681
H 4.004 0.109 -3.386
H 5.569 -0.684 -3.592
H 5.187 0.129 -2.064
H 5.569 1.484 -4.790
H 6.747 1.477 -3.479
H 5.574 3.608 -3.476
H 5.174 2.724 -2.007
C 6.368 6.118 4.244
C 7.167 5.568 5.418
C 8.433 4.828 4.985
C 8.131 3.635 4.184
N 7.884 2.699 3.542
H 6.017 5.317 3.586
H 5.488 6.659 4.606
H 6.973 6.810 3.649
H 6.526 4.905 6.012
H 7.452 6.403 6.070
H 8.991 4.528 5.878
H 9.081 5.503 4.415

Values from the calculation:
* net charge: -1
* Kohn-Sham gap: 6.6 eV
* HOMO level: -4.56 eV
* E_LUMO: 1.99 eV
* spin multiplicity: 1

DFT (ωB97M-V with the def2-TZVPD basis set) results for a molecular structure, C34H60MnN4OSbSi4 at a distorted geometry.

Atoms and positions in Å:
Mn 0.061 0.851 -0.415
C 0.916 0.112 -4.073
C -0.117 1.120 -3.667
C -0.832 1.842 -4.603
C -1.747 2.792 -4.154
C -1.930 3.004 -2.806
C -1.181 2.240 -1.894
N -0.307 1.311 -2.357
N -1.220 2.281 -0.532
Si -2.219 3.492 0.309
C -4.030 3.055 -0.053
C -1.985 3.495 2.179
C -1.783 5.223 -0.306
H 0.465 -0.684 -4.665
H 1.382 -0.318 -3.191
H 1.687 0.587 -4.681
H -0.672 1.668 -5.657
H -2.309 3.379 -4.869
H -2.635 3.739 -2.453
H -4.192 1.974 -0.045
H -4.383 3.433 -1.013
H -4.672 3.483 0.720
H -2.870 3.106 2.682
H -1.843 4.525 2.515
H -1.130 2.917 2.517
H -1.570 5.287 -1.373
H -0.912 5.613 0.225
H -2.622 5.892 -0.096
C 1.753 -1.987 2.766
Sb 1.662 -1.076 0.818
C 0.223 0.641 1.505
C -0.902 0.187 2.356
C -2.237 0.270 1.932
C -3.259 -0.048 2.804
C -2.944 -0.466 4.087
C -1.601 -0.567 4.417
N -0.615 -0.251 3.588
Si 1.477 1.782 2.472
C 3.312 1.348 2.242
C 1.288 1.830 4.352
C 1.187 3.567 1.903
C 0.512 -2.647 -0.253
C -0.461 -2.003 -1.173
C -0.848 -2.639 -2.362
C -1.949 -2.219 -3.074
C -2.706 -1.168 -2.565
C -2.233 -0.520 -1.453
N -1.097 -0.850 -0.799
Si -0.570 -3.924 0.751
C 0.513 -5.122 1.725
C -1.627 -4.928 -0.454
C -1.811 -3.076 1.875
Si 1.964 -3.606 -1.099
C 2.700 -2.567 -2.496
C 1.523 -5.302 -1.811
C 3.355 -3.905 0.143
H 1.999 -1.218 3.492
H 2.532 -2.748 2.751
H 0.795 -2.424 3.030
H -2.447 0.626 0.935
H -4.292 0.028 2.487
H -3.714 -0.711 4.805
H -1.295 -0.910 5.401
H 3.604 0.452 2.795
H 3.896 2.180 2.642
H 3.592 1.216 1.198
H 1.599 0.905 4.837
H 0.272 2.054 4.682
H 1.937 2.637 4.707
H 0.533 3.601 1.034
H 2.136 4.035 1.638
H 0.736 4.156 2.703
H -0.288 -3.502 -2.691
H -2.238 -2.723 -3.988
H -3.614 -0.836 -3.048
H -2.782 0.323 -1.053
H 1.246 -5.630 1.096
H -0.133 -5.891 2.155
H 1.046 -4.647 2.548
H -1.068 -5.365 -1.283
H -2.432 -4.323 -0.875
H -2.095 -5.752 0.091
H -1.348 -2.551 2.709
H -2.492 -3.822 2.292
H -2.410 -2.361 1.313
H 2.076 -2.558 -3.391
H 3.667 -2.987 -2.782
H 2.877 -1.536 -2.181
H 0.900 -5.264 -2.706
H 1.028 -5.949 -1.086
H 2.460 -5.789 -2.095
H 3.853 -2.979 0.439
H 4.107 -4.543 -0.325
H 3.018 -4.409 1.050
C 3.771 2.502 -1.251
C 2.269 2.494 -1.515
C 1.738 3.927 -1.578
O 1.627 1.698 -0.543
H 4.273 2.971 -2.097
H 4.156 1.488 -1.139
H 3.994 3.073 -0.349
H 2.111 2.039 -2.503
H 2.015 4.475 -0.679
H 0.653 3.940 -1.671
H 2.172 4.433 -2.441

Values from the calculation:
* ⟨S²⟩: 4.055
* net charge: +1
* Kohn-Sham gap (spin up / spin down): 5.9 / 7.4 eV
* HOMO level (spin up / spin down): -10.49 / -10.63 eV
* E_LUMO (spin up / spin down): -4.60 / -3.21 eV
* spin multiplicity: 4

Let's list energy above the lowest of the compared OMol25 structures with the same formula, charge and spin in order: 14.5 0.0 564.7 0.0 kJ/mol.